(1)
14
Properties=species:S:1:pos:R:3 method="wB97M-V/def2-TZVPD" homo_lumo_gap_ha=0.3620 energy_ha=-721.87632 relative_energy_kcal_mol=54.2 homo_energy_ev=-9.158 fmax_ev_per_a=5.6
C 1.023 0.202 0.700
C 2.305 0.788 0.325
C -1.666 -1.420 -0.567
N -0.088 0.789 0.025
O 0.815 -0.749 1.404
O -2.639 0.954 -0.204
S -1.658 0.144 0.446
H 2.986 0.052 0.401
H 2.379 1.728 0.863
H 2.024 1.227 -0.704
H -0.992 -1.719 -1.319
H -2.659 -1.441 -1.096
H -1.821 -2.195 0.220
H -0.010 1.638 -0.494



(2)
14
Properties=species:S:1:pos:R:3 method="wB97M-V/def2-TZVPD" homo_lumo_gap_ha=0.3176 energy_ha=-721.79583 relative_energy_kcal_mol=104.7 homo_energy_ev=-8.548 fmax_ev_per_a=2.5
C -0.025 -0.037 -1.156
C 0.635 -0.016 0.184
C -0.460 -0.205 1.204
S 2.214 0.205 0.483
H -0.741 -0.805 -1.312
H 0.647 -0.150 -1.942
H -0.582 0.890 -1.233
H -1.230 -0.957 0.823
H -0.940 0.791 1.358
H -0.168 -0.749 2.034
O -0.542 3.644 -0.283
N 0.609 3.859 -0.125
O 1.487 3.113 -0.849
H 2.362 3.506 -0.742



(3)
14
Properties=species:S:1:pos:R:3 method="wB97M-V/def2-TZVPD" homo_lumo_gap_ha="0.2711 / 0.3558" energy_ha=-721.74759 relative_energy_kcal_mol=135.0 homo_energy_ev="-8.733 / -9.768" fmax_ev_per_a=4.4
C 1.470 -0.942 0.078
C 0.649 -1.874 0.959
C 0.576 0.018 -0.853
N -1.174 2.118 -0.700
O -1.958 -0.144 -0.205
O -0.547 1.037 1.427
S -0.828 0.671 0.042
H 2.188 -0.216 0.605
H 2.090 -1.331 -0.677
H -0.291 -2.083 0.619
H 0.934 -1.991 1.921
H 0.107 -0.382 -1.694
H -1.995 2.153 -1.357
H -1.222 2.967 -0.165



(4)
14
Properties=species:S:1:pos:R:3 method="wB97M-V/def2-TZVPD" homo_lumo_gap_ha=0.3248 energy_ha=-721.82473 relative_energy_kcal_mol=86.5 homo_energy_ev=-8.056 fmax_ev_per_a=3.9
C 0.783 -0.763 -2.184
N 0.402 -0.702 -0.983
C -0.574 0.296 -0.444
C -1.246 -0.179 0.803
O -0.901 0.539 2.089
S 0.521 0.312 2.721
O 1.747 1.083 1.949
H 1.586 -1.554 -2.482
H 0.298 -0.176 -2.908
H -1.294 0.540 -1.160
H -0.043 1.158 -0.211
H -2.328 -0.100 0.796
H -0.834 -1.274 0.985
H 1.883 0.819 1.030



(5)
14
Properties=species:S:1:pos:R:3 method="wB97M-V/def2-TZVPD" homo_lumo_gap_ha="0.2853 / 0.2853" energy_ha=-721.74724 relative_energy_kcal_mol=135.2 homo_energy_ev="-8.176 / -8.176" fmax_ev_per_a=3.3
C 1.706 1.017 0.387
C -2.034 -0.686 -0.208
C 0.561 0.152 0.022
N 0.687 0.310 -2.229
O -0.305 0.608 -2.881
O 1.835 0.261 -2.596
S -1.018 0.759 0.121
H 2.750 0.568 0.413
H 1.838 1.949 -0.263
H 1.721 1.443 1.405
H -1.929 -0.930 -1.313
H -3.064 -0.496 -0.223
H -1.734 -1.503 0.637
H 0.504 -0.990 0.063



(6)
14
Properties=species:S:1:pos:R:3 method="wB97M-V/def2-TZVPD" homo_lumo_gap_ha=0.3671 energy_ha=-721.92173 relative_energy_kcal_mol=25.7 homo_energy_ev=-9.326 fmax_ev_per_a=2.7
N 1.334 -1.056 -0.157
C 0.446 0.176 0.005
C -0.978 -0.185 -0.516
S -1.112 -0.282 -2.281
C 0.449 0.586 1.465
O -0.476 1.184 1.938
O 1.430 0.008 2.174
H 0.897 -1.706 0.495
H 0.978 -1.436 -1.037
H 0.765 1.016 -0.612
H -1.439 -1.067 -0.068
H -1.612 0.622 -0.148
H -0.110 0.384 -2.879
H 1.393 0.417 3.049



(7)
14
Properties=species:S:1:pos:R:3 method="wB97M-V/def2-TZVPD" homo_lumo_gap_ha=0.3894 energy_ha=-721.80277 relative_energy_kcal_mol=100.3 homo_energy_ev=-10.341 fmax_ev_per_a=2.9
C 1.024 1.135 0.459
C 0.014 0.249 0.394
C -0.895 0.341 -0.742
N 1.638 -1.812 1.267
O 1.417 -1.504 -1.193
O 3.221 -0.291 0.113
S 2.007 -1.035 0.038
H 1.102 2.088 -0.146
H 1.663 0.985 1.364
H -0.123 -0.485 1.157
H -1.058 1.420 -1.073
H -1.912 -0.073 -0.577
H -0.306 -0.110 -1.644
H 0.866 -2.350 0.988



(8)
14
Properties=species:S:1:pos:R:3 method="wB97M-V/def2-TZVPD" total_charge=+1 homo_lumo_gap_ha="0.3926 / 0.1770" energy_ha=-721.60836 relative_energy_kcal_mol=9.4 multiplicity=2 homo_energy_ev="-14.802 / -14.196" fmax_ev_per_a=2.0 s2=0.75
C 0.455 0.420 0.608
C 1.349 -0.827 0.787
S 3.018 -0.556 -0.002
N -0.858 0.009 0.229
C -1.580 0.736 -0.706
O -2.872 0.355 -0.795
O -1.079 1.465 -1.526
H 0.428 1.067 1.490
H 0.806 1.055 -0.205
H 0.847 -1.614 0.217
H 1.492 -1.185 1.805
H 2.600 -1.180 -1.115
H -1.420 -0.664 0.736
H -3.185 0.919 -1.523



Copy entry 1 word for word.
14
Properties=species:S:1:pos:R:3 method="wB97M-V/def2-TZVPD" homo_lumo_gap_ha=0.3620 energy_ha=-721.87632 relative_energy_kcal_mol=54.2 homo_energy_ev=-9.158 fmax_ev_per_a=5.6
C 1.023 0.202 0.700
C 2.305 0.788 0.325
C -1.666 -1.420 -0.567
N -0.088 0.789 0.025
O 0.815 -0.749 1.404
O -2.639 0.954 -0.204
S -1.658 0.144 0.446
H 2.986 0.052 0.401
H 2.379 1.728 0.863
H 2.024 1.227 -0.704
H -0.992 -1.719 -1.319
H -2.659 -1.441 -1.096
H -1.821 -2.195 0.220
H -0.010 1.638 -0.494